No. 1
Formula: C4H12N4O2
Source: OMol25
Level of theory: ωB97M-V with the def2-TZVPD basis set

```
! wB97M-V def2-TZVPD RIJCOSX def2/J DEFGRID3
* xyz 2 1
H 3.353 0.922 1.606
N 2.970 0.571 0.805
N 2.785 -0.574 0.392
O 2.065 -0.751 -0.622
C 1.666 0.387 -1.250
C 0.365 0.716 -0.639
N 0.003 1.084 0.485
N -1.415 1.084 0.659
C -2.291 0.231 -0.170
C -1.908 -1.276 0.158
O -0.543 -1.353 0.646
H 3.328 -1.464 0.735
H 1.614 0.498 -2.425
H 2.359 1.170 -0.872
H -0.487 0.495 -1.306
H -1.694 2.071 0.767
H -1.502 0.632 1.580
H -2.248 0.590 -1.224
H -3.379 0.494 0.138
H -2.605 -1.529 0.993
H -2.238 -1.840 -0.653
H -0.197 -2.160 0.197
*
```

Properties
LUMO level = -9.450 eV
E_tot = -528.20814 hartree
energy above the lowest of the compared OMol25 structures with the same formula, charge and spin = 95.0 kcal per mole


No. 2
Formula: C40H59BN15SeTi
Source: OMol25
Level of theory: ωB97M-V with the def2-TZVPD basis set

```
! wB97M-V def2-TZVPD RIJCOSX def2/J DEFGRID3
* xyz 2 2
Ti -0.482 0.113 0.255
C -3.469 -1.742 -1.671
C -3.549 -0.958 -0.408
C -4.666 -0.900 0.421
C -4.393 0.084 1.354
C -5.266 0.617 2.438
N -3.165 0.557 1.094
N -2.618 -0.090 0.017
B -2.563 1.877 1.630
N -1.445 1.594 2.665
N -0.295 0.981 2.252
C 0.640 1.259 3.169
C 2.065 0.820 3.107
C 0.084 2.033 4.187
C -1.233 2.240 3.826
C -2.286 3.028 4.529
N -1.893 2.662 0.469
N -0.700 2.203 -0.033
C -0.077 3.257 -0.577
C 1.300 3.201 -1.149
C -0.887 4.385 -0.472
C -2.017 3.977 0.212
C -3.195 4.784 0.639
H -4.020 -2.676 -1.573
H -2.447 -1.955 -1.958
H -3.939 -1.174 -2.474
H -5.580 -1.459 0.314
H -6.110 -0.053 2.591
H -5.657 1.600 2.175
H -4.726 0.719 3.379
H -3.418 2.531 2.132
H 2.598 1.340 2.312
H 2.173 -0.253 2.946
H 2.553 1.070 4.047
H 0.582 2.398 5.068
H -1.948 3.274 5.533
H -3.221 2.474 4.602
H -2.494 3.961 4.004
H 1.328 3.655 -2.140
H 1.686 2.188 -1.238
H 1.979 3.770 -0.511
H -0.669 5.378 -0.827
H -3.303 5.647 -0.014
H -3.069 5.153 1.658
H -4.112 4.201 0.602
C -2.255 -4.636 2.582
N -1.867 -3.692 1.540
C -2.025 -4.195 0.188
C -1.316 -2.503 1.818
N -0.498 -1.866 0.973
C 0.417 -2.611 0.184
C 1.183 -3.640 0.733
C 2.209 -4.222 0.013
C 2.499 -3.748 -1.262
C 1.735 -2.737 -1.816
C 0.657 -2.183 -1.125
N -0.144 -1.104 -1.623
C -0.461 -1.134 -2.924
N -0.386 -2.256 -3.696
C -0.677 -3.607 -3.248
C 0.190 -2.207 -5.034
N -0.915 -0.040 -3.568
C -1.927 -0.155 -4.620
C -0.769 1.281 -3.004
N -1.641 -1.892 2.991
C -0.577 -1.593 3.938
C -2.973 -1.978 3.564
H -1.896 -5.624 2.295
H -3.338 -4.681 2.701
H -1.797 -4.369 3.530
H -3.028 -4.613 0.087
H -1.291 -4.974 -0.027
H -1.905 -3.385 -0.520
H 0.992 -3.951 1.754
H 2.796 -5.016 0.453
H 3.325 -4.162 -1.824
H 1.989 -2.354 -2.797
H -1.088 -3.614 -2.245
H 0.220 -4.228 -3.250
H -1.408 -4.047 -3.930
H 0.562 -1.209 -5.247
H -0.531 -2.516 -5.794
H 1.036 -2.898 -5.070
H -1.597 -0.751 -5.464
H -2.137 0.846 -4.988
H -2.853 -0.578 -4.231
H 0.137 1.309 -2.411
H -0.659 2.000 -3.816
H -1.635 1.563 -2.399
H 0.354 -1.436 3.404
H -0.447 -2.422 4.643
H -0.824 -0.693 4.500
H -3.687 -2.288 2.805
H -3.251 -0.983 3.915
H -3.026 -2.664 4.413
N 2.797 -0.172 0.016
C 1.676 0.059 0.143
H 3.752 -0.368 -0.216
C 2.965 2.687 -5.772
N 4.200 2.082 -5.321
C 4.314 1.113 -4.392
Se 2.969 0.299 -3.427
N 5.627 0.817 -4.289
C 6.376 1.593 -5.166
C 7.734 1.657 -5.433
C 8.134 2.567 -6.396
C 7.213 3.380 -7.064
C 5.857 3.313 -6.793
C 5.460 2.401 -5.827
H 2.168 2.369 -5.105
H 2.738 2.369 -6.790
H 3.060 3.772 -5.746
H 5.969 0.100 -3.672
H 8.446 1.027 -4.919
H 9.184 2.650 -6.639
H 7.568 4.075 -7.811
H 5.147 3.939 -7.316
*
```

Properties
LUMO level (spin up / spin down) = -5.119 / -4.823 eV
E_tot = -5656.48836 hartree


No. 3
Formula: C9H11NO2
Source: OMol25
Level of theory: ωB97M-V with the def2-TZVPD basis set

```
! wB97M-V def2-TZVPD RIJCOSX def2/J DEFGRID3
* xyz 0 1
C -1.690 0.434 -0.330
C -1.962 -1.168 -0.363
C -0.740 1.129 0.735
C 0.723 0.548 0.691
C 1.402 1.020 -0.355
C 1.031 -0.659 1.232
C 2.498 0.449 -1.022
C 2.265 -1.177 0.798
C 3.004 -0.725 -0.336
H -3.459 1.505 -0.934
H -3.647 -0.160 0.421
H -1.459 0.509 -1.478
H -1.085 0.911 1.800
H -0.943 2.346 0.368
H 0.882 1.787 -1.032
H 0.614 -1.210 2.150
H 2.924 1.063 -1.862
H 2.617 -2.044 1.445
H 3.992 -1.280 -0.534
H -0.198 -0.920 -0.784
N -3.043 1.057 0.202
O -2.918 -1.712 0.049
O -0.807 -1.701 -0.862
*
```

Properties
LUMO level = 0.609 eV
E_tot = -554.59613 hartree
energy above the lowest of the compared OMol25 structures with the same formula, charge and spin = 135.0 kcal per mole


No. 4
Formula: C21H17F5N4O7SeW
Source: OMol25
Level of theory: ωB97M-V with the def2-TZVPD basis set

```
! wB97M-V def2-TZVPD RIJCOSX def2/J DEFGRID3
* xyz 0 1
W 0.804 -1.070 0.502
O 2.604 1.348 -2.311
C 1.966 0.492 -1.768
O 1.920 0.293 -0.459
C 1.117 -0.508 -2.494
C 1.046 -0.732 -3.854
C 0.195 -1.735 -4.305
C -0.590 -2.446 -3.402
C -0.470 -2.141 -2.064
N 0.384 -1.215 -1.649
C -1.219 -2.757 -0.914
O -2.047 -3.611 -1.054
O -0.859 -2.209 0.237
H 1.663 -0.146 -4.520
H 0.145 -1.967 -5.360
H -1.263 -3.232 -3.711
C -1.949 0.762 -1.951
O -0.920 1.109 -1.044
C -1.265 2.227 -0.242
C -0.042 3.032 0.147
O 0.817 2.414 1.081
C 0.306 2.278 2.380
C -0.384 0.908 2.607
O -0.188 0.076 1.489
C 0.697 -2.442 2.239
H -2.878 0.514 -1.426
H -2.142 1.578 -2.654
H -1.621 -0.112 -2.510
H -1.938 2.891 -0.796
H -1.807 1.882 0.648
H 0.567 3.213 -0.739
H -0.384 3.998 0.541
H 1.152 2.361 3.059
H -0.405 3.079 2.610
H 0.052 0.399 3.469
H -1.460 1.007 2.758
H 1.469 -2.387 3.003
H -0.271 -2.214 2.685
H 0.667 -3.451 1.842
F 6.102 3.742 -0.484
C 5.395 2.761 0.068
C 5.279 1.541 -0.575
F 5.866 1.355 -1.757
C 4.540 0.533 0.012
F 4.410 -0.615 -0.660
C 3.898 0.703 1.229
Se 2.868 -0.702 2.018
C 4.028 1.934 1.847
F 3.436 2.175 3.022
C 4.767 2.959 1.285
F 4.876 4.136 1.903
N 2.016 -4.952 -3.804
C 2.279 -4.811 -2.689
N 2.595 -4.675 -1.401
C 2.225 -3.631 -0.806
N 1.894 -2.661 -0.234
*
```

Properties
LUMO level = -2.002 eV
E_tot = -4523.99779 hartree
energy above the lowest of the compared OMol25 structures with the same formula, charge and spin = 0.0 kcal per mole


No. 5
Formula: C57H31IN12O6SW
Source: OMol25
Level of theory: ωB97M-V with the def2-TZVPD basis set

```
! wB97M-V def2-TZVPD RIJCOSX def2/J DEFGRID3
* xyz 0 3
W -0.344 -0.060 -0.660
C -4.632 3.388 -4.673
C -4.014 2.654 -5.704
C -2.976 1.789 -5.446
C -2.546 1.662 -4.121
C -1.570 0.837 -3.496
N -0.786 0.009 -4.178
C -0.223 -1.002 -3.609
C 0.578 -1.982 -4.308
C 1.129 -1.993 -5.581
C 1.866 -3.103 -5.950
C 2.046 -4.177 -5.072
C 1.492 -4.170 -3.805
C 0.750 -3.057 -3.431
C 0.050 -2.714 -2.215
N -0.206 -3.548 -1.257
C -0.866 -3.173 -0.169
N -1.163 -1.860 0.203
C -1.734 -1.931 1.456
N -2.083 -0.911 2.226
C -2.166 0.308 1.783
N -2.005 0.692 0.461
C -2.494 1.992 0.385
N -2.834 2.571 -0.721
C -2.550 1.995 -1.879
N -1.589 1.012 -2.115
C -3.168 2.391 -3.094
C -4.222 3.268 -3.365
C -2.810 2.492 1.698
C -3.203 3.741 2.160
C -3.371 3.897 3.522
C -3.200 2.822 4.403
C -2.837 1.568 3.945
C -2.609 1.426 2.581
C -1.857 -3.293 1.869
C -2.375 -3.870 3.028
C -2.349 -5.245 3.116
C -1.805 -6.035 2.087
C -1.277 -5.469 0.947
C -1.311 -4.078 0.839
N -0.456 -1.409 -2.295
H -5.449 4.053 -4.920
H -4.374 2.778 -6.716
H -2.501 1.213 -6.229
H 0.980 -1.152 -6.244
H 2.310 -3.143 -6.935
H 2.622 -5.032 -5.401
H 1.623 -4.996 -3.120
H -4.698 3.811 -2.561
H -3.344 4.558 1.465
H -3.631 4.868 3.920
H -3.359 2.983 5.461
H -2.711 0.721 4.604
H -2.774 -3.244 3.814
H -2.758 -5.730 3.992
H -1.810 -7.111 2.198
H -0.853 -6.068 0.153
S 3.447 -2.921 -0.983
C 2.801 -3.409 0.550
C 3.196 -4.478 1.341
C 2.557 -4.665 2.551
C 1.573 -3.771 2.972
C 1.191 -2.704 2.186
C 1.777 -2.532 0.932
N 1.495 -1.543 0.000
C 2.316 -1.607 -1.020
C 2.359 -0.556 -2.010
C 3.310 -0.627 -3.029
C 3.396 0.379 -3.967
C 2.567 1.479 -3.821
C 1.638 1.538 -2.792
C 1.438 0.519 -1.858
H 3.986 -5.137 1.010
H 2.836 -5.499 3.180
H 1.089 -3.914 3.929
H 0.433 -2.023 2.534
H 3.967 -1.487 -3.078
H 4.099 0.312 -4.786
H 2.630 2.299 -4.525
H 1.053 2.441 -2.725
I 0.898 3.731 2.169
C 0.539 4.768 0.378
C 0.667 6.152 0.416
C 0.393 6.863 -0.737
C 0.028 6.155 -1.871
C -0.020 4.776 -1.803
N 0.226 4.072 -0.692
H 0.973 6.640 1.329
H 0.471 7.942 -0.753
H -0.213 6.661 -2.795
H -0.273 4.215 -2.693
O 2.697 0.824 0.712
C 1.745 0.697 1.444
O 0.487 0.608 0.986
C 1.909 0.597 2.931
C 3.124 0.981 3.482
C 3.277 0.958 4.860
C 2.279 0.490 5.691
C 1.084 0.086 5.126
C 0.869 0.182 3.754
N 0.052 -0.468 5.988
O -0.977 -0.846 5.465
O 0.286 -0.533 7.179
N 4.519 1.445 5.455
O 5.408 1.786 4.704
O 4.577 1.488 6.668
H 3.929 1.329 2.850
H 2.437 0.438 6.758
H -0.102 -0.075 3.358
*
```

Properties
LUMO level (spin up / spin down) = -1.539 / -1.640 eV
E_tot = -4062.22358 hartree


No. 6
Formula: C12H14N2PTm
Source: OMol25
Level of theory: ωB97M-V with the def2-TZVPD basis set

```
! wB97M-V def2-TZVPD RIJCOSX def2/J DEFGRID3
* xyz 0 3
C 1.177 0.477 -3.282
C 1.199 -0.921 -3.581
C -0.140 -1.454 -3.438
C -1.015 -0.318 -3.211
C -0.222 0.860 -3.035
Tm 1.219 1.789 0.116
P 2.887 3.835 -0.561
H 1.954 1.239 -3.539
H 2.101 -1.549 -3.718
H -0.432 -2.552 -3.278
H -0.544 1.921 -3.108
H -2.103 -0.416 -3.020
H 2.006 4.855 -1.057
H 3.998 3.523 -1.387
H 3.236 4.006 0.834
N 0.042 0.427 3.198
C 0.540 0.889 2.043
N -0.014 0.297 1.012
C -0.912 -0.633 1.533
C -1.529 -1.663 0.824
C -2.189 -2.647 1.587
C -2.181 -2.550 2.992
C -1.512 -1.529 3.710
C -0.873 -0.550 2.916
H 0.336 0.767 4.137
H 1.308 1.770 2.032
H -1.433 -1.657 -0.249
H -2.727 -3.498 1.141
H -2.711 -3.295 3.594
H -1.465 -1.423 4.795
*
```

Properties
LUMO level (spin up / spin down) = -0.451 / -0.617 eV
E_tot = -2001.43805 hartree


No. 7
Formula: C13H24NO6
Source: OMol25
Level of theory: ωB97M-V with the def2-TZVPD basis set

```
! wB97M-V def2-TZVPD RIJCOSX def2/J DEFGRID3
* xyz 1 1
O 2.242 -1.750 2.581
C 1.807 -1.828 1.468
O 1.664 -2.978 0.784
C 1.307 -0.575 0.712
C 2.144 0.506 0.396
C 1.585 1.545 -0.306
N 0.289 1.516 -0.657
C -0.532 0.507 -0.361
C -2.016 0.483 -0.790
O -2.884 0.372 0.293
O -3.112 1.631 0.870
C -0.042 -0.585 0.329
H 1.245 -2.782 -0.072
H 3.191 0.522 0.693
H 2.220 2.390 -0.572
H -0.068 2.323 -1.163
H -2.211 1.345 -1.449
H -2.145 -0.436 -1.384
H -2.494 1.690 1.625
H -0.683 -1.434 0.565
C 1.111 -5.968 -2.622
C 0.074 -4.912 -2.283
C -0.961 -4.776 -3.387
O 0.725 -3.647 -2.075
H 1.651 -5.701 -3.535
H 1.852 -6.048 -1.825
H 0.648 -6.944 -2.766
H -0.421 -5.173 -1.346
H -0.489 -4.470 -4.325
H -1.695 -4.008 -3.134
H -1.486 -5.716 -3.554
H 1.169 -3.404 -2.895
C -1.242 5.369 1.750
C -0.617 4.653 2.937
C 0.834 5.059 3.127
O -0.697 3.235 2.740
H -0.714 5.116 0.824
H -2.281 5.061 1.620
H -1.213 6.451 1.881
H -1.183 4.880 3.841
H 1.429 4.796 2.245
H 1.272 4.531 3.975
H 0.925 6.132 3.300
H -0.199 3.022 1.944
*
```

Properties
LUMO level = -4.881 eV
E_tot = -1015.60787 hartree
energy above the lowest of the compared OMol25 structures with the same formula, charge and spin = 0.0 kcal per mole


- The lowest E_tot belongs to which entry?
  C40H59BN15SeTi